Run a
Entry from the Open Molecules 2025 dataset: a cluster of 8 separate species, C25H50O9 in total (ωB97M-V/def2-TZVPD).

Values from the calculation:
LUMO energy = 0.0032 hartree
E_HOMO = -9.246 eV
SMILES = CCOC(C)=O.CC(C)=O.CC(C)=O.CC(C)=O.CC(C)=O.CC(C)=O.CC(C)=O.CC(C)=O
2S+1 = 1
Charge = 0

Each line ends with the Löwdin charge.
Positions of all 84 atoms, in Å:
1 O 3.04 0.45 -4.85  0.057
2 C 2.48 1.55 -4.67  -0.557
3 O 2.16 1.99 -3.50  0.024
4 C 2.77 1.32 -2.33  -0.095
5 C 2.28 1.97 -0.97  -0.019
6 C 1.99 2.34 -5.81  0.030
7 H 3.67 1.14 -2.50  0.028
8 H 2.25 0.29 -2.33  0.126
9 H 2.81 2.79 -0.81  0.002
10 H 2.45 1.35 0.00  0.111
11 H 1.26 2.30 -0.91  0.053
12 H 2.47 3.38 -5.82  0.140
13 H 1.00 2.51 -5.91  0.052
14 H 2.13 1.77 -6.60  0.034
15 C -1.98 -2.79 2.11  -0.009
16 C -3.09 -3.40 3.00  -0.247
17 O -3.44 -4.79 2.87  -0.122
18 C -4.01 -2.43 3.67  -0.009
19 H -1.69 -1.97 2.51  -0.004
20 H -2.27 -2.72 1.15  0.023
21 H -1.12 -3.73 1.81  0.183
22 H -3.49 -2.03 4.47  0.078
23 H -4.73 -3.02 4.23  0.100
24 H -4.29 -1.69 3.14  0.003
25 C -3.64 1.80 0.49  0.003
26 C -4.62 1.87 1.69  -0.411
27 O -4.83 0.92 2.50  0.016
28 C -5.13 3.24 1.85  -0.047
29 H -3.52 2.74 0.00  0.076
30 H -4.23 1.25 -0.16  0.066
31 H -2.98 1.15 0.90  0.037
32 H -6.18 3.24 2.40  0.140
33 H -5.20 3.93 1.06  0.065
34 H -4.53 3.77 2.48  0.026
35 C -2.00 -4.11 -2.90  0.034
36 C -3.11 -2.96 -3.10  -0.274
37 O -3.60 -2.38 -1.98  -0.058
38 C -3.75 -2.70 -4.39  -0.020
39 H -2.26 -4.80 -3.57  0.041
40 H -1.94 -4.40 -1.93  0.049
41 H -1.04 -3.94 -3.13  0.040
42 H -3.02 -2.61 -5.04  0.035
43 H -4.21 -1.70 -4.62  0.130
44 H -4.32 -3.46 -4.60  0.045
45 C -0.85 -0.18 -1.44  -0.016
46 C -0.20 -0.52 -0.20  -0.305
47 O -0.09 0.26 0.98  -0.091
48 C 0.52 -1.86 -0.25  -0.001
49 H -1.39 -1.02 -1.69  0.055
50 H -0.18 0.13 -2.18  0.075
51 H -1.47 0.70 -1.26  0.096
52 H 1.17 -1.73 -1.24  0.132
53 H -0.21 -2.55 -0.29  0.029
54 H 1.12 -1.86 0.57  0.024
55 C -0.17 5.98 1.88  -0.011
56 C -1.04 4.69 1.95  -0.263
57 O -2.37 4.72 2.30  -0.067
58 C -0.31 3.33 1.85  -0.043
59 H 0.80 5.95 2.18  0.042
60 H -0.74 6.76 2.30  0.063
61 H -0.13 6.48 0.93  0.078
62 H -0.23 3.15 0.80  0.056
63 H -0.73 2.38 2.36  0.108
64 H 0.57 3.35 2.46  0.061
65 C 5.98 -2.20 -1.76  -0.033
66 C 4.72 -2.18 -0.99  -0.424
67 O 4.39 -1.09 -0.37  -0.033
68 C 3.69 -3.33 -0.90  -0.026
69 H 6.67 -2.73 -1.17  0.067
70 H 6.56 -1.25 -1.82  0.102
71 H 5.79 -2.62 -2.76  0.099
72 H 3.12 -3.30 0.04  0.065
73 H 4.25 -4.30 -0.91  0.085
74 H 2.99 -3.02 -1.81  0.122
75 C 3.26 0.75 5.02  -0.064
76 C 3.41 -0.36 4.10  -0.427
77 O 4.37 -1.22 4.27  -0.015
78 C 2.34 -0.52 2.97  -0.011
79 H 4.08 0.87 5.76  0.089
80 H 2.29 0.63 5.74  0.154
81 H 3.02 1.73 4.68  0.057
82 H 2.03 -1.59 2.78  0.111
83 H 2.91 -0.03 2.19  0.075
84 H 1.57 0.13 3.08  0.011

---

Run b
Entry from the Open Molecules 2025 dataset: a cluster of 8 separate species, C25H50O9 in total (ωB97M-V/def2-TZVPD).

Values from the calculation:
LUMO energy = -0.0008 hartree
E_HOMO = -8.830 eV
SMILES = CCOC(C)=O.CC(C)=O.CC(C)=O.CC(C)=O.CC(C)=O.CC(C)=O.CC(C)=O.CC(C)=O
2S+1 = 1
Charge = 0

Each line ends with the Löwdin charge.
Positions of all 84 atoms, in Å:
1 O -25.37 -40.75 35.20  0.145
2 C -25.62 -40.56 36.33  -0.504
3 O -25.12 -39.59 37.15  -0.005
4 C -24.37 -38.58 36.64  -0.289
5 C -24.04 -37.47 37.65  -0.038
6 C -26.25 -41.65 37.27  0.017
7 H -24.96 -38.27 35.91  0.073
8 H -23.57 -38.85 36.06  0.105
9 H -23.77 -38.03 38.62  0.101
10 H -24.75 -36.66 37.85  0.063
11 H -23.12 -36.97 37.26  0.080
12 H -25.60 -42.05 38.00  0.044
13 H -26.72 -42.44 36.65  0.068
14 H -27.22 -41.17 37.83  0.138
15 C -29.69 -42.42 36.03  -0.012
16 C -30.03 -40.92 35.99  -0.399
17 O -29.03 -40.10 35.57  -0.074
18 C -31.35 -40.46 36.30  -0.092
19 H -30.06 -42.84 37.10  0.134
20 H -28.80 -42.61 35.60  0.012
21 H -30.45 -42.60 35.20  0.111
22 H -31.60 -39.32 36.60  0.142
23 H -31.67 -40.86 37.31  0.083
24 H -32.14 -40.74 35.57  0.091
25 C -35.49 -41.89 37.73  -0.019
26 C -34.55 -41.10 36.99  -0.367
27 O -33.30 -40.96 37.30  -0.075
28 C -35.19 -40.26 35.80  -0.001
29 H -35.08 -42.09 38.65  0.060
30 H -35.83 -42.99 37.19  0.200
31 H -36.19 -41.32 37.95  -0.012
32 H -34.32 -39.56 35.61  0.059
33 H -36.06 -39.68 36.17  0.088
34 H -35.44 -40.95 34.90  0.114
35 C -26.92 -35.12 35.38  -0.036
36 C -28.29 -35.38 34.63  -0.403
37 O -28.91 -34.43 34.08  0.004
38 C -28.70 -36.88 34.42  -0.006
39 H -26.70 -33.93 35.59  0.130
40 H -26.16 -35.48 34.67  0.074
41 H -27.01 -35.56 36.33  0.034
42 H -27.81 -37.40 34.01  0.100
43 H -29.49 -36.85 33.66  0.081
44 H -29.09 -37.33 35.22  0.011
45 C -34.63 -39.84 31.90  -0.027
46 C -33.59 -38.84 32.02  -0.441
47 O -32.80 -38.57 30.99  -0.027
48 C -33.49 -38.12 33.38  -0.026
49 H -34.79 -40.03 30.78  0.121
50 H -35.54 -39.09 32.11  0.154
51 H -34.69 -40.55 32.54  -0.014
52 H -32.41 -37.84 33.07  0.102
53 H -33.58 -38.89 34.15  0.017
54 H -34.12 -37.18 33.72  0.130
55 C -29.23 -45.22 40.69  -0.038
56 C -28.24 -44.90 39.54  -0.342
57 O -28.70 -44.01 38.60  -0.081
58 C -26.92 -45.60 39.44  -0.055
59 H -30.03 -44.63 40.77  0.008
60 H -28.63 -45.62 41.66  0.128
61 H -29.75 -46.27 40.58  0.115
62 H -26.30 -45.26 38.64  0.062
63 H -27.04 -46.75 39.42  0.117
64 H -26.28 -45.40 40.40  0.120
65 C -29.85 -39.75 31.97  -0.006
66 C -28.27 -40.04 31.70  -0.278
67 O -27.73 -39.43 30.60  -0.071
68 C -27.64 -41.04 32.58  -0.012
69 H -30.46 -40.64 31.67  0.106
70 H -30.02 -38.77 31.47  0.086
71 H -29.88 -39.60 32.92  -0.040
72 H -26.92 -41.66 32.35  0.035
73 H -28.28 -41.59 33.14  0.043
74 H -27.13 -40.42 33.28  0.086
75 C -30.95 -34.22 37.85  -0.035
76 C -31.89 -34.80 38.80  -0.403
77 O -32.93 -34.07 39.40  -0.077
78 C -31.80 -36.25 39.09  -0.046
79 H -30.73 -34.73 36.97  0.052
80 H -29.96 -34.28 38.45  0.130
81 H -31.35 -33.16 37.80  0.121
82 H -32.56 -36.54 39.75  0.058
83 H -30.82 -36.42 39.56  0.101
84 H -32.05 -36.81 38.16  0.100

---

Stability check: which of them is least stable? run b.

---

Run a
Entry from the Open Molecules 2025 dataset: a cluster of 2 separate species, C2H3FO2 in total (ωB97M-V/def2-TZVPD).

Values from the calculation:
LUMO energy = 0.0097 hartree
E_HOMO = -9.873 eV
SMILES = C=C=O.OF
2S+1 = 1
Charge = 0

Each line ends with the Löwdin charge.
Positions of all 8 atoms, in Å:
1 C 0.61 -1.34 0.67  -0.243
2 C -0.28 -0.46 1.00  -0.020
3 O 1.65 -1.89 0.57  0.176
4 O -0.92 0.20 -1.94  -0.001
5 F 0.30 0.67 -2.47  -0.106
6 H -0.97 0.49 -1.01  0.052
7 H 0.06 0.54 0.93  0.067
8 H -1.34 -0.73 0.92  0.076

---

Run b
Entry from the Open Molecules 2025 dataset: the molecule C2H3FO2 (ωB97M-V/def2-TZVPD).

Values from the calculation:
LUMO energy = -0.0125 hartree
E_HOMO = -9.400 eV
2S+1 = 1
Charge = 0

Each line ends with the Löwdin charge.
Positions of all 8 atoms, in Å:
1 C -0.91 0.22 -0.41  -0.295
2 C 0.64 -0.16 -0.24  -0.247
3 O -0.85 0.75 0.83  -0.131
4 O 0.99 -1.09 0.61  0.133
5 F 1.49 0.85 -0.41  0.125
6 H -1.27 0.88 -1.33  0.147
7 H -1.40 -0.78 -0.49  0.104
8 H 1.31 -0.67 1.44  0.164

---

Stability check: which of them is least stable? run a.

---

Run a
Entry from the Open Molecules 2025 dataset: a structure of composition C24H37As3N3O2Se2Te2V (ωB97M-V/def2-TZVPD).

Values from the calculation:
LUMO energy (spin up / spin down) = 0.0616 / 0.0537 hartree
E_HOMO (spin up / spin down) = -2.849 / -2.881 eV
2S+1 = 4
Charge = -1

Each line ends with the Löwdin charge.
Positions of all 74 atoms, in Å:
1 V 0.44 -1.40 -1.26  0.039
2 O -3.16 1.09 -3.34  0.053
3 C -2.49 1.44 -4.45  -0.265
4 C -3.18 2.13 -5.44  -0.022
5 C -2.54 2.50 -6.61  -0.097
6 C -1.20 2.18 -6.81  -0.104
7 C -0.50 1.51 -5.82  -0.032
8 C -1.12 1.14 -4.63  -0.074
9 C -0.36 0.44 -3.56  -0.469
10 O -1.00 0.01 -2.55  -0.217
11 N 0.96 0.41 -3.71  0.075
12 N 1.54 -0.25 -2.69  -0.097
13 C 2.79 -0.05 -2.47  -0.083
14 C 3.35 -0.63 -1.26  -0.270
15 C 4.70 -0.49 -0.92  -0.019
16 C 5.15 -1.01 0.28  -0.061
17 C 4.25 -1.68 1.10  -0.048
18 C 2.94 -1.80 0.69  -0.156
19 N 2.49 -1.27 -0.44  -0.034
20 H -2.54 0.53 -2.82  0.072
21 H -4.22 2.36 -5.28  0.112
22 H -3.09 3.03 -7.38  0.097
23 H -0.70 2.45 -7.74  0.092
24 H 0.54 1.26 -5.95  0.104
25 H 3.38 0.59 -3.12  0.125
26 H 5.37 0.03 -1.60  0.112
27 H 6.19 -0.91 0.56  0.106
28 H 4.57 -2.11 2.04  0.106
29 H 2.21 -2.35 1.27  0.092
30 C -2.62 -3.28 0.19  -0.316
31 As -1.11 -2.23 0.80  1.071
32 C -0.44 -3.47 2.16  -0.317
33 C -2.07 -0.91 1.89  -0.342
34 C -1.34 0.31 2.48  -0.667
35 C -2.32 0.91 3.51  -0.067
36 C -1.06 1.39 1.43  -0.321
37 As 0.25 1.06 0.00  1.173
38 C -0.19 2.62 -1.08  -0.273
39 C 1.90 1.77 0.77  -0.294
40 C -0.05 -0.17 3.17  -0.386
41 As 1.23 0.94 4.23  1.124
42 C 0.50 0.48 6.00  -0.357
43 C 0.60 2.81 4.27  -0.348
44 H -3.28 -3.52 1.02  0.031
45 H -2.22 -4.20 -0.26  -0.059
46 H -3.16 -2.74 -0.59  0.023
47 H -1.27 -3.80 2.79  0.033
48 H 0.33 -3.02 2.78  0.004
49 H -0.03 -4.33 1.62  -0.088
50 H -2.52 -1.48 2.71  0.078
51 H -2.90 -0.56 1.26  0.083
52 H -3.27 1.14 3.02  0.089
53 H -1.94 1.82 3.96  0.049
54 H -2.52 0.19 4.30  0.085
55 H -0.73 2.31 1.93  0.061
56 H -1.99 1.63 0.91  0.085
57 H -0.08 3.53 -0.49  0.031
58 H -1.22 2.53 -1.44  0.027
59 H 0.48 2.65 -1.94  0.029
60 H 1.70 2.64 1.40  0.008
61 H 2.54 2.08 -0.05  0.027
62 H 2.43 1.02 1.35  -0.006
63 H 0.58 -0.65 2.42  0.012
64 H -0.33 -0.96 3.88  0.064
65 H 0.63 -0.59 6.18  0.014
66 H -0.56 0.73 6.08  0.016
67 H 1.05 1.03 6.77  0.012
68 H 0.89 3.34 3.37  -0.007
69 H 1.14 3.27 5.11  0.014
70 H -0.46 2.93 4.45  0.001
71 Se -0.79 -3.07 -2.94  -0.292
72 Te -1.76 -5.20 -3.63  -0.014
73 Te 0.04 -6.10 -0.63  0.033
74 Se 1.17 -4.01 -1.28  -0.264

---

Run b
Entry from the Open Molecules 2025 dataset: a structure of composition C24H37As3N3O2Se2Te2V (ωB97M-V/def2-TZVPD).

Values from the calculation:
LUMO energy (spin up / spin down) = 0.0814 / 0.0729 hartree
E_HOMO (spin up / spin down) = -3.864 / -4.167 eV
2S+1 = 4
Charge = -1

Each line ends with the Löwdin charge.
Positions of all 74 atoms, in Å:
1 V 2.99 0.36 1.23  -0.009
2 O 3.35 -4.20 0.77  0.053
3 C 3.09 -4.23 -0.54  -0.268
4 C 3.12 -5.48 -1.17  -0.021
5 C 2.86 -5.59 -2.52  -0.100
6 C 2.57 -4.46 -3.29  -0.107
7 C 2.55 -3.23 -2.67  -0.043
8 C 2.80 -3.08 -1.30  -0.082
9 C 2.74 -1.75 -0.66  -0.472
10 O 2.89 -1.68 0.61  -0.239
11 N 2.58 -0.70 -1.46  0.088
12 N 2.65 0.43 -0.72  -0.157
13 C 2.66 1.57 -1.32  -0.115
14 C 2.88 2.74 -0.49  -0.299
15 C 3.04 4.01 -1.04  -0.024
16 C 3.34 5.06 -0.20  -0.077
17 C 3.47 4.83 1.16  -0.064
18 C 3.29 3.54 1.63  -0.143
19 N 2.99 2.52 0.83  0.004
20 H 3.29 -3.25 1.05  0.070
21 H 3.35 -6.35 -0.57  0.113
22 H 2.88 -6.57 -2.99  0.096
23 H 2.37 -4.55 -4.35  0.091
24 H 2.33 -2.33 -3.23  0.103
25 H 2.60 1.63 -2.40  0.124
26 H 2.94 4.15 -2.11  0.110
27 H 3.47 6.06 -0.60  0.102
28 H 3.71 5.63 1.86  0.102
29 H 3.37 3.28 2.68  0.095
30 C -1.90 3.38 -0.83  -0.344
31 As -0.67 2.26 0.25  1.123
32 C -0.11 3.75 1.40  -0.329
33 C -1.99 1.58 1.57  -0.365
34 C -2.83 0.33 1.24  -0.699
35 C -4.09 0.37 2.14  -0.088
36 C -2.07 -0.96 1.58  -0.379
37 As -0.34 -1.31 0.68  1.115
38 C 0.00 -2.97 1.66  -0.294
39 C -0.99 -2.16 -0.98  -0.323
40 C -3.25 0.36 -0.23  -0.400
41 As -4.54 -1.03 -0.80  1.108
42 C -4.23 -0.78 -2.72  -0.346
43 C -6.19 0.06 -0.72  -0.352
44 H -2.67 3.85 -0.21  0.020
45 H -2.39 2.79 -1.61  -0.004
46 H -1.32 4.17 -1.32  0.009
47 H -0.97 4.28 1.80  0.025
48 H 0.49 4.44 0.80  0.009
49 H 0.51 3.38 2.22  -0.004
50 H -2.67 2.43 1.74  0.068
51 H -1.44 1.42 2.50  0.058
52 H -3.80 0.45 3.19  0.086
53 H -4.69 -0.54 2.02  0.061
54 H -4.71 1.23 1.89  0.079
55 H -2.70 -1.83 1.41  0.051
56 H -1.82 -0.96 2.65  0.075
57 H -0.88 -3.61 1.69  0.026
58 H 0.31 -2.71 2.67  0.015
59 H 0.82 -3.50 1.18  0.004
60 H -1.94 -2.69 -0.84  0.003
61 H -0.23 -2.87 -1.30  0.007
62 H -1.10 -1.41 -1.77  0.001
63 H -2.37 0.24 -0.87  0.035
64 H -3.70 1.33 -0.47  0.061
65 H -3.27 -1.22 -2.99  0.002
66 H -4.23 0.27 -3.00  0.022
67 H -5.01 -1.30 -3.28  0.011
68 H -6.52 0.15 0.31  0.002
69 H -6.97 -0.43 -1.29  0.009
70 H -6.02 1.06 -1.13  0.020
71 Se 1.59 0.53 3.46  -0.232
72 Te 3.52 -1.01 4.06  0.155
73 Te 5.65 0.50 3.30  0.097
74 Se 5.56 0.30 0.79  -0.133

---

Stability check: which of them is least stable? run a.